No. 1
ORCA calculation (ωB97M-V with the def2-TZVPD basis set) on Cl2FN in the gas phase at a distorted geometry.

Values from the calculation:
orbital gap	9.515	eV
LUMO energy	-0.056	Ha
DFT total energy	-1074.84509	a.u.
structure (SMILES)	FN(Cl)Cl
highest occupied orbital energy	-11.0	eV
strongest force on any atom	2.886	eV/Å
ΔE to the lowest compared entry with this formula, charge and spin	2.4	kcal per mole

Last column: Mulliken charge in e.
Positions of all 4 atoms, in Å:
F: 0.186 1.024 -0.420  -0.10
N: 0.067 -0.050 0.405  0.08
Cl: -1.719 -0.754 -0.095  -0.05
Cl: 1.192 -1.117 -0.142  0.07

No. 2
ORCA calculation (ωB97M-V with the def2-TZVPD basis set) on a molecular structure, C16H26FP2PtS2 at a distorted geometry.

Values from the calculation:
orbital gap	4.957	eV
LUMO energy	0.089	Ha
total charge	-1
DFT total energy	-2323.59376	a.u.
highest occupied orbital energy	-2.5	eV
strongest force on any atom	1.918	eV/Å

Last column: Mulliken charge in e.
Positions of all 48 atoms, in Å:
Pt: 0.019 -0.067 0.068  0.16
C: 1.399 -1.629 4.484  -1.76
C: 1.002 -1.509 3.029  0.63
S: -0.037 -0.168 2.743  -0.49
C: 1.444 -2.419 2.109  0.51
C: 2.341 -3.568 2.503  -1.50
S: 1.087 -2.459 0.426  -0.43
H: 0.990 -0.781 5.029  0.39
H: 2.483 -1.621 4.595  0.33
H: 1.011 -2.546 4.933  0.35
H: 2.527 -3.622 3.571  0.42
H: 3.295 -3.461 1.984  0.25
H: 1.894 -4.506 2.174  0.28
C: -2.960 -1.603 1.550  -1.32
P: -2.067 -1.027 0.051  0.70
C: -2.368 -2.474 -1.041  -1.39
C: -3.290 0.190 -0.607  -1.08
C: -2.818 0.774 -1.928  -0.85
P: -1.018 1.274 -1.919  0.33
C: -1.139 2.777 -0.856  -1.35
C: -1.116 2.224 -3.559  -1.46
H: -3.984 -1.899 1.319  0.45
H: -2.952 -0.810 2.295  0.38
H: -2.413 -2.454 1.955  0.31
H: -3.436 -2.669 -1.159  0.41
H: -1.879 -3.336 -0.589  0.41
H: -1.906 -2.293 -2.010  0.35
H: -3.349 0.987 0.141  0.30
H: -4.284 -0.264 -0.707  0.54
H: -3.424 1.647 -2.197  0.53
H: -2.929 0.034 -2.727  0.42
H: -1.958 3.424 -1.172  0.46
H: -0.195 3.315 -0.926  0.38
H: -1.267 2.460 0.181  0.40
H: -1.963 2.905 -3.628  0.38
H: -1.160 1.510 -4.380  0.40
H: -0.193 2.794 -3.654  0.41
F: 5.382 3.061 -0.626  -0.37
C: 4.194 2.389 -0.457  0.49
C: 3.799 2.015 0.811  -0.72
C: 2.597 1.341 0.964  -0.06
C: 1.758 1.024 -0.116  -0.42
C: 2.220 1.435 -1.374  0.22
C: 3.419 2.103 -1.561  -0.80
H: 4.426 2.249 1.661  0.42
H: 2.311 1.055 1.969  0.19
H: 1.620 1.225 -2.257  0.43
H: 3.751 2.403 -2.546  0.41